1.
DFT (ωB97M-V with the def2-TZVPD basis set) results for a structure of composition C32H31BrFIrN6O5Se.

XYZ file:
```
78
Properties=species:S:1:pos:R:3:forces:R:3:mulliken_spin:R:1
Ir -0.657867 1.067862 -0.936989 -0.9 0.1 -0.6 0.76
C 5.201384 2.085910 -0.827883 0.0 0.0 0.0 0.00
O 4.046262 2.944690 -0.826596 0.0 0.0 0.0 0.00
C 2.878091 2.306315 -0.930500 -0.1 0.0 0.2 0.00
O 2.723984 1.118345 -0.986894 -0.1 -0.2 -0.1 0.00
N 1.879830 3.247507 -0.965595 -0.1 0.1 -0.1 0.00
N 0.501563 2.946867 -0.877763 0.3 -0.1 0.1 0.00
H 6.052756 2.749283 -0.724537 0.0 0.0 0.0 0.00
H 5.257062 1.534866 -1.764101 0.0 0.0 0.0 0.00
H 5.151240 1.387589 0.004338 0.0 0.0 0.0 0.00
H 2.132413 4.204253 -0.775913 0.0 0.0 0.0 0.00
H 0.039017 3.498806 -1.595952 0.0 0.0 0.0 0.00
H 0.164527 3.271955 0.027798 0.0 0.0 0.0 0.00
C 2.494670 -2.975733 4.556369 0.0 0.0 0.0 0.00
C 1.175242 -2.332130 4.951444 0.0 0.0 0.0 0.00
C 1.279626 -1.655808 6.307631 0.0 0.0 0.0 0.00
C -0.056348 -1.060204 6.709846 0.0 0.0 0.0 0.00
C -0.541531 -0.115967 5.647384 0.0 0.0 0.0 0.00
C -1.374007 0.931306 5.957010 0.0 0.0 0.0 0.00
C -1.817484 1.799057 4.960330 0.0 0.0 0.0 0.00
F -2.634046 2.799045 5.312557 0.0 0.0 0.0 0.00
C -1.443893 1.657669 3.658275 0.0 0.0 0.0 -0.01
C -0.586118 0.599814 3.315530 0.0 0.0 0.0 0.01
C -0.199659 0.426225 1.929103 0.1 -0.1 0.1 0.00
O -0.612922 1.322356 1.104626 0.0 -0.1 -0.3 -0.02
C 0.617453 -0.672442 1.625141 0.0 0.1 0.0 0.01
C 1.039163 -1.479940 2.661973 0.0 0.0 0.1 0.00
N 0.709448 -1.331685 3.938851 0.0 0.0 0.0 0.00
C -0.136620 -0.286862 4.305716 0.0 0.0 0.0 0.00
C 1.119849 -1.099657 0.264654 -0.2 0.2 -0.2 0.00
O 2.016710 -1.925224 0.203902 0.0 -0.2 0.1 0.01
O 0.530602 -0.625462 -0.776468 0.4 0.0 0.4 0.01
H 2.845710 -3.568993 5.399554 0.0 0.0 0.0 0.00
H 3.249366 -2.218921 4.336552 0.0 0.0 0.0 0.00
H 2.411169 -3.649806 3.706303 0.0 0.0 0.0 0.00
H 0.395732 -3.098302 5.001739 0.0 0.0 0.0 0.00
H 2.051433 -0.881513 6.267510 0.0 0.0 0.0 0.00
H 1.602092 -2.400564 7.034461 0.0 0.0 0.0 0.00
H 0.015815 -0.536340 7.662504 0.0 0.0 0.0 0.00
H -0.788001 -1.862757 6.845339 0.0 0.0 0.0 0.00
H -1.695788 1.095092 6.977605 0.0 0.0 0.0 0.00
H -1.803822 2.332679 2.896950 0.0 0.0 0.0 0.00
H 1.697756 -2.294168 2.403573 0.0 0.0 0.0 0.00
C 2.092829 -1.381648 -2.991456 0.1 0.0 -0.1 -0.01
N 0.738114 -1.805252 -3.310505 0.0 0.0 0.0 0.00
C -0.339466 -1.033702 -3.421539 0.1 -0.2 0.0 0.01
Se -0.445714 0.858876 -3.343736 0.1 0.1 0.6 0.20
N -1.412220 -1.810439 -3.606460 -0.1 0.0 -0.1 0.00
C -1.034317 -3.142665 -3.576970 0.0 0.0 0.0 0.00
C -1.754618 -4.325077 -3.691765 0.0 0.0 0.0 0.00
C -1.028666 -5.495165 -3.605309 0.0 0.0 0.0 0.00
C 0.361709 -5.490074 -3.409327 0.0 0.0 0.0 0.00
C 1.074364 -4.314187 -3.295460 0.0 0.0 0.0 0.00
C 0.342487 -3.136523 -3.388126 0.0 0.0 0.0 0.00
H 2.125509 -0.298237 -2.983940 0.0 0.0 0.0 0.00
H 2.773862 -1.777262 -3.743470 0.0 0.0 0.0 0.00
H 2.344435 -1.743103 -1.995242 0.0 0.0 -0.1 0.00
H -2.351429 -1.443307 -3.600102 0.0 0.0 0.0 0.00
H -2.825759 -4.328794 -3.837871 0.0 0.0 0.0 0.00
H -1.543019 -6.442605 -3.687982 0.0 0.0 0.0 0.00
H 0.884777 -6.433905 -3.342071 0.0 0.0 0.0 0.00
H 2.142517 -4.309126 -3.131115 0.0 0.0 0.0 0.00
Br -2.452076 -0.611626 -0.729234 0.2 0.1 0.1 0.02
C -2.188179 2.503017 -0.843892 0.0 0.3 0.1 -0.02
C -2.700890 2.934629 -2.179812 0.0 0.0 0.0 0.03
C -2.155991 4.038032 -2.837667 0.0 0.0 0.0 0.00
C -2.555516 4.385310 -4.118540 0.0 0.0 0.0 0.00
C -3.533903 3.632819 -4.757445 0.0 0.0 0.0 0.00
C -4.123513 2.554220 -4.095841 0.0 0.0 0.0 -0.01
C -3.707942 2.212698 -2.825071 0.0 0.0 0.0 0.00
C -3.946256 3.973246 -6.091600 0.0 0.0 0.0 0.00
N -4.271175 4.247311 -7.158837 0.0 0.0 0.0 0.00
H -2.986880 2.075485 -0.241799 0.0 -0.1 0.0 0.00
H -1.837778 3.379503 -0.282629 0.0 0.0 0.0 0.00
H -1.435975 4.675332 -2.332371 0.0 0.0 0.0 0.00
H -2.123790 5.241535 -4.618599 0.0 0.0 0.0 0.00
H -4.905969 1.992211 -4.587912 0.0 0.0 0.0 0.00
H -4.151434 1.363490 -2.321699 0.0 0.0 0.0 0.00
```
Positions in Å, forces in eV/Å.

The HOMO-LUMO gap (spin up / spin down) is 8.0 / 5.9 eV. The total charge is +1. Its expectation value of S² is 0.756. Its multiplicity is 2. The calculation puts the energy above the lowest of the compared OMol25 structures with the same formula, charge and spin at 21.1 kcal/mol.

2.
DFT (ωB97M-V with the def2-TZVPD basis set) results for a structure of composition C30H29F5P2PdS.

XYZ file:
```
68
Properties=species:S:1:pos:R:3:forces:R:3:nbo_charge:R:1
Pd -0.487001 -0.639299 -0.185427 -1.8 -1.3 -1.3 0.40
F 1.881928 -1.429616 6.463930 0.0 0.0 0.2 -0.23
C 1.816584 -1.387562 5.165824 -0.1 0.1 -0.3 0.38
C 0.580477 -1.541796 4.531147 0.0 -0.1 -0.1 0.27
F -0.515723 -1.739241 5.239112 0.0 0.0 0.1 -0.26
C 0.529012 -1.478517 3.164100 0.1 0.2 -0.2 0.38
F -0.654043 -1.570545 2.563119 -0.3 -0.1 0.0 -0.30
C 1.679494 -1.310817 2.367265 -0.1 0.7 -0.3 -0.40
S 1.619148 -1.463870 0.654953 0.9 -0.4 -0.9 0.18
C 2.902013 -1.131342 3.039849 -0.2 0.0 0.0 0.40
F 3.999570 -0.928547 2.349557 0.2 0.0 -0.1 -0.26
C 2.967939 -1.163397 4.417540 0.2 0.0 0.0 0.30
F 4.121869 -0.982371 5.027254 0.1 0.0 0.1 -0.26
C 4.351777 3.109489 -3.794735 0.0 0.0 0.1 -0.13
C 3.853355 1.861953 -4.155575 0.0 0.0 0.0 -0.20
C 3.096759 1.141071 -3.253498 0.0 0.0 0.1 -0.18
C 2.817055 1.686253 -1.993301 0.5 -0.9 -0.2 -0.32
C 3.344438 2.923799 -1.614783 -0.1 0.0 0.1 -0.21
C 4.095493 3.635626 -2.533664 0.0 0.0 -0.1 -0.18
P 1.652526 0.784689 -0.966186 -1.1 0.9 1.9 1.26
C 1.544410 1.654321 0.621022 0.1 0.1 -0.1 -0.44
C 2.726199 1.888295 1.328022 -0.1 -0.1 0.0 -0.21
C 2.675920 2.452576 2.594228 0.0 -0.1 0.0 -0.18
C 1.447722 2.749280 3.170016 0.0 0.0 0.1 -0.18
C 0.269888 2.474287 2.488111 0.0 0.0 0.1 -0.20
C 0.309762 1.912441 1.220004 0.1 0.4 -0.2 -0.18
C 0.090509 0.937960 -1.937571 0.8 -0.1 -0.4 -0.54
C -0.166327 2.147798 -2.599162 0.2 -0.1 -0.1 -0.09
C -1.087870 2.153856 -3.628053 -0.1 0.1 0.0 -0.21
C -1.741495 0.980167 -3.993262 0.4 0.0 -0.1 -0.14
C -1.526897 -0.207805 -3.297686 0.0 -0.6 -0.2 -0.27
C -0.618043 -0.212345 -2.261728 -0.4 1.0 2.1 0.03
H 4.953554 3.671983 -4.496069 0.0 0.0 0.0 0.25
H 4.057559 1.458973 -5.137940 0.0 0.0 0.0 0.25
H 2.716552 0.160565 -3.515442 0.0 0.0 -0.1 0.23
H 3.139826 3.347233 -0.642756 0.0 0.0 0.0 0.24
H 4.472659 4.614157 -2.269229 0.0 0.0 0.0 0.25
H 3.679505 1.611698 0.892960 0.0 0.1 0.0 0.24
H 3.594949 2.645620 3.131567 0.0 0.0 0.0 0.24
H 1.409098 3.201365 4.152338 0.0 0.0 0.0 0.24
H -0.681148 2.714981 2.945764 0.0 0.0 0.0 0.24
H -0.616923 1.767653 0.671145 0.0 0.0 0.0 0.22
H 0.395471 3.039587 -2.349265 0.0 0.0 -0.1 0.23
H -1.262160 3.065157 -4.184488 -0.1 0.0 0.1 0.25
H -2.425643 0.984002 -4.831700 0.0 0.0 0.0 0.25
H -2.042239 -1.105020 -3.612207 -0.1 0.1 0.2 0.24
C -5.056816 -2.613991 -1.280153 0.0 0.0 0.0 -0.61
C -3.724401 -1.903701 -1.532466 0.0 0.1 0.2 -0.72
P -2.617980 -1.822408 -0.072206 0.8 -0.2 -0.5 1.10
C -2.168075 -3.590517 0.169148 0.2 0.3 -0.2 -0.72
C -0.980043 -4.000354 -0.705202 -0.2 -0.2 0.0 -0.61
C -3.588927 -1.230379 1.371023 0.3 0.3 -0.2 -0.73
C -3.194458 0.200083 1.761712 -0.1 -0.1 0.0 -0.61
H -5.563193 -2.750937 -2.235007 0.0 0.0 0.0 0.25
H -5.719738 -2.030169 -0.644117 0.0 0.0 0.0 0.22
H -4.927657 -3.600992 -0.838166 0.0 0.0 0.0 0.22
H -3.904281 -0.892815 -1.901250 0.1 0.0 0.0 0.25
H -3.157949 -2.444584 -2.293624 0.0 0.1 0.0 0.24
H -3.039909 -4.187261 -0.101694 -0.1 0.0 0.2 0.25
H -1.942066 -3.760159 1.221079 -0.1 0.0 0.1 0.25
H -1.162155 -3.802332 -1.762770 0.0 0.0 0.0 0.21
H -0.794814 -5.068816 -0.598417 0.0 0.0 0.0 0.25
H -0.079730 -3.470381 -0.409551 0.1 0.0 0.0 0.21
H -3.407261 -1.916906 2.197699 0.0 -0.1 0.0 0.26
H -4.645983 -1.273007 1.111490 0.0 -0.1 0.0 0.26
H -3.761288 0.522512 2.634076 0.0 0.0 0.0 0.25
H -3.396547 0.900445 0.949959 0.0 0.0 0.0 0.22
H -2.134238 0.251921 2.013338 0.0 0.1 0.0 0.20
```
Positions in Å, forces in eV/Å.

The HOMO-LUMO gap (spin up / spin down) is 5.3 / 5.3 eV. The total charge is +2. The calculation puts the energy above the lowest of the compared OMol25 structures with the same formula, charge and spin at 94.9 kcal/mol.